No. 1
A molecular structure, C4H15N3O2 at a distorted geometry, computed with ωB97M-V with the def2-TZVPD basis set.

```
24
Properties=species:S:1:pos:R:3:nbo_charge:R:1
C 1.50 -0.03 0.20 0.364
C 0.41 -0.01 -0.91 -0.098
N 1.79 -1.42 0.51 -0.853
N 2.72 0.69 -0.18 -0.873
N 1.00 0.62 1.43 -0.885
O 0.08 1.32 -1.26 -0.747
H -0.58 1.63 -0.62 0.490
H 1.61 1.39 1.68 0.387
H 1.91 -1.97 -0.33 0.366
H 2.65 -1.48 1.05 0.369
H 2.46 1.61 -0.54 0.374
H 3.20 0.20 -0.93 0.362
H 1.02 -0.05 2.19 0.386
H -0.59 -0.45 -0.31 0.213
H 0.90 -0.42 -1.80 0.184
C -1.97 -0.10 0.71 0.078
C -3.02 -0.36 -0.12 -0.495
O -1.64 1.21 0.99 -0.742
H -0.73 1.20 1.37 0.508
H -1.75 -0.79 1.53 0.196
H -1.58 -1.09 -2.34 -0.021
H -3.58 0.47 -0.53 0.218
H -2.20 -0.92 -1.83 0.004
H -3.60 -1.25 0.04 0.216
```

Results
Frontier orbital gap   9.358 eV
Total energy   -12953.68414 eV
LUMO energy   0.81 eV
E_HOMO   -8.55 eV
ΔE to the lowest compared entry with this formula, charge and spin   58.7 kcal per mole

=====

No. 2
A molecular structure, C36H56AsGe2MnN2S, computed with ωB97M-V with the def2-TZVPD basis set.

```
99
Properties=species:S:1:pos:R:3:lowdin_spin:R:1
Mn 0.76 -0.67 0.00 4.377
S 2.65 -0.77 4.07 0.004
C 0.97 -0.60 4.36 -0.006
C 0.27 -0.45 3.20 0.004
C 1.08 -0.47 2.02 -0.067
C 2.40 -0.64 2.37 0.020
C 3.48 -0.75 1.40 0.006
C 4.84 -0.69 1.74 0.004
C 5.79 -0.83 0.75 0.001
C 5.38 -1.02 -0.56 0.006
C 4.02 -1.05 -0.82 0.032
N 3.09 -0.91 0.12 0.063
H 0.60 -0.61 5.37 0.000
H -0.80 -0.33 3.19 0.000
H 5.12 -0.53 2.77 0.000
H 6.84 -0.79 1.00 0.000
H 6.09 -1.15 -1.36 0.001
H 3.66 -1.18 -1.83 0.020
C 2.75 0.26 -5.08 0.003
C 1.61 -0.52 -4.43 0.062
Ge 1.18 0.12 -2.61 0.342
C -0.46 -1.01 -2.12 0.119
C -1.49 -0.74 -3.23 0.037
C 0.59 1.96 -2.69 0.055
C 0.33 2.67 -1.58 -0.008
Ge 0.71 1.92 0.23 -0.130
C 2.48 2.61 0.79 -0.024
C 3.51 2.69 -0.34 0.001
C -0.68 2.47 1.53 -0.015
C -0.88 3.97 1.73 -0.006
C -0.23 4.04 -1.67 -0.003
C -1.39 4.29 -2.40 -0.001
C -1.90 5.58 -2.50 0.000
C -1.24 6.63 -1.88 -0.001
C -0.08 6.39 -1.16 0.000
C 0.42 5.10 -1.04 -0.001
H 2.91 -0.07 -6.10 0.000
H 3.69 0.14 -4.54 0.001
H 2.53 1.33 -5.11 0.000
H 1.83 -1.59 -4.40 0.000
H 0.69 -0.40 -5.00 0.010
H -0.95 -0.73 -1.17 0.007
H -0.23 -2.07 -2.09 0.003
H -1.66 0.33 -3.37 0.002
H -2.45 -1.20 -2.98 0.008
H -1.16 -1.16 -4.18 0.001
H 0.51 2.45 -3.66 0.004
H 2.83 1.99 1.61 0.000
H 2.30 3.61 1.22 -0.004
H 3.66 1.71 -0.80 0.003
H 4.47 3.03 0.03 0.000
H 3.19 3.37 -1.13 0.000
H -0.39 2.00 2.47 0.000
H -1.62 2.00 1.23 -0.001
H 0.06 4.48 1.96 0.000
H -1.56 4.15 2.57 -0.001
H -1.30 4.45 0.85 0.000
H -1.91 3.47 -2.88 0.000
H -2.80 5.76 -3.06 0.000
H -1.63 7.64 -1.96 0.000
H 0.44 7.21 -0.68 0.000
H 1.32 4.92 -0.47 0.000
C 2.30 -5.57 1.54 0.001
C 0.83 -5.15 1.44 0.002
C 0.01 -6.19 0.66 0.001
C 0.23 -4.92 2.84 0.001
C 0.76 -3.87 0.73 0.019
N 0.72 -2.84 0.23 0.023
H 2.36 -6.53 2.05 0.000
H 2.88 -4.84 2.11 0.000
H 2.74 -5.68 0.55 0.000
H 0.05 -7.14 1.19 0.000
H 0.41 -6.33 -0.34 0.000
H -1.04 -5.89 0.59 0.000
H 0.26 -5.87 3.39 0.000
H -0.80 -4.59 2.78 0.000
H 0.81 -4.18 3.40 0.000
C -3.76 -2.64 -0.75 0.000
C -3.83 -2.25 0.72 0.002
As -2.84 -0.58 1.09 0.014
C -4.04 0.76 0.27 0.003
C -3.53 1.28 -1.07 0.000
C -3.39 -0.37 2.98 0.002
C -4.88 -0.13 3.23 0.001
H -4.30 -3.58 -0.94 0.000
H -2.73 -2.78 -1.07 0.000
H -4.21 -1.88 -1.39 0.000
H -3.38 -3.02 1.35 0.000
H -4.87 -2.13 1.04 0.000
H -4.11 1.57 0.99 0.000
H -5.04 0.33 0.18 0.000
H -2.47 1.54 -1.02 0.000
H -4.07 2.18 -1.36 0.000
H -3.66 0.54 -1.86 0.000
H -2.81 0.45 3.40 0.000
H -3.06 -1.28 3.48 0.000
H -5.20 0.84 2.85 0.000
H -5.10 -0.16 4.29 0.000
H -5.50 -0.89 2.75 0.000
```

Results
Frontier orbital gap (alpha / beta)   7.019 / 6.225 eV
Total energy   -257239.71092 eV
Multiplicity   6
LUMO energy (alpha / beta)   -2.99 / -3.95 eV
Net charge   +1
E_HOMO (alpha / beta)   -10.01 / -10.17 eV
ΔE to the lowest compared entry with this formula, charge and spin   40.5 kcal per mole

=====

No. 3
A single C14H19NO2 molecule at a distorted geometry, computed with ωB97M-V with the def2-TZVPD basis set.

```
36
Properties=species:S:1:pos:R:3:nbo_charge:R:1
O 2.52 0.13 0.89 -0.540
O 0.60 2.04 2.07 -0.514
C 1.28 0.22 0.51 0.267
C 0.35 1.22 1.02 0.278
C 0.82 -0.74 -0.42 -0.034
C -0.52 -0.77 -0.95 -0.034
C -0.98 1.27 0.36 -0.063
C -1.35 0.26 -0.54 -0.009
N 1.09 -2.94 -1.53 -0.650
C 3.41 1.16 0.47 -0.251
C 1.23 1.38 3.18 -0.267
C 1.72 -1.88 -0.72 -0.241
C -0.99 -1.68 -2.06 -0.437
C -2.08 2.17 0.72 -0.431
C -2.76 0.35 -0.90 -0.425
C -0.37 -3.02 -1.77 -0.195
C -3.08 1.75 -0.29 -0.383
H 1.48 -3.90 -1.34 0.369
H 2.96 1.90 -0.18 0.194
H 3.88 1.70 1.26 0.181
H 4.21 0.65 0.00 0.185
H 0.39 0.86 3.83 0.168
H 1.91 0.56 2.92 0.208
H 1.62 2.21 3.79 0.198
H 1.89 -2.23 0.29 0.185
H 2.71 -1.59 -1.06 0.202
H -0.70 -1.34 -3.14 0.220
H -2.04 -1.82 -2.01 0.221
H -2.41 1.95 1.68 0.207
H -2.05 3.32 0.65 0.217
H -3.28 -0.43 -0.40 0.210
H -2.93 0.23 -2.08 0.211
H -0.61 -3.76 -2.48 0.195
H -0.76 -3.56 -0.84 0.152
H -4.11 1.81 0.15 0.204
H -3.02 2.51 -1.08 0.202
```

Results
Frontier orbital gap   8.558 eV
Total energy   -20408.30279 eV
LUMO energy   0.82 eV
SMILES   COc1c2c(c3c(c1OC)CNCC3)CCC2
E_HOMO   -7.74 eV
ΔE to the lowest compared entry with this formula, charge and spin   88.5 kcal per mole

=====

No. 4
A single C4H11NOS molecule at a distorted geometry, computed with ωB97M-V with the def2-TZVPD basis set.

```
18
Properties=species:S:1:pos:R:3:nbo_charge:R:1
C 1.73 0.25 0.70 -0.066
O 2.30 1.50 1.18 -0.729
C 0.34 0.40 0.11 -0.083
C -0.27 -0.97 -0.11 -0.423
C -1.67 -0.83 -0.83 -0.470
S -2.95 -0.21 0.40 -0.103
N 0.44 1.14 -1.18 -0.872
H 1.58 -0.44 1.53 0.162
H 2.46 -0.23 0.04 0.175
H 2.72 1.24 2.00 0.472
H -0.17 1.10 0.81 0.198
H -0.32 -1.60 0.77 0.219
H 0.34 -1.47 -0.88 0.217
H -1.83 -0.05 -1.59 0.223
H -1.96 -1.82 -1.16 0.221
H -3.34 -1.45 0.88 0.127
H 0.96 1.98 -0.96 0.367
H -0.36 1.45 -1.72 0.365
```

Results
Frontier orbital gap   9.853 eV
Total energy   -18698.38978 eV
LUMO energy   0.86 eV
SMILES   N[C@H](CO)CCS
E_HOMO   -8.99 eV
ΔE to the lowest compared entry with this formula, charge and spin   35.3 kcal per mole

=====

What is the formula in the fourth record? C4H11NOS